Molecular formula: C7H13N3
Method: DFT, ωB97M-V with the def2-TZVPD basis set

Geometry as XYZ:
```
23
Properties=species:S:1:pos:R:3:lowdin_charge:R:1
C -1.06 -1.04 2.58 0.1383
N -2.11 -0.67 1.83 0.0394
C -2.43 -0.68 0.49 -0.0278
N -1.71 -0.65 -0.62 0.1373
C -0.37 -0.51 -0.82 -0.2624
C 0.12 -1.36 -2.04 0.0453
N 0.32 0.48 -0.32 0.1779
C 1.64 0.71 -0.25 -0.1991
C 2.18 2.08 -0.77 -0.0309
C 1.84 2.05 0.60 0.0106
H -1.05 -0.86 3.78 0.1770
H -0.20 -1.71 2.28 0.1301
H -2.95 -0.24 2.39 0.2344
H -3.49 -0.83 0.32 0.1684
H -2.16 -1.04 -1.49 0.2113
H -0.61 -1.78 -2.72 0.0899
H 0.75 -2.21 -1.76 0.1015
H 0.78 -0.65 -2.64 0.1267
H 2.56 0.05 -0.16 0.1880
H 1.39 2.41 -1.55 0.1686
H 3.16 2.01 -1.25 0.1422
H 2.55 2.04 1.37 0.1236
H 0.85 2.39 0.73 0.1098
```

The calculation puts the orbital gap (alpha / beta) at 5.74 / 7.86 eV. Its energy above the lowest of the compared OMol25 structures with the same formula, charge and spin is 135.0 kcal per mole. The SMILES is C=[NH+]/C=[NH+]\C(C)=N\C1CC1. The value obtained for the total energy is -11917.5329 eV. As for the maximum force: 3.78 eV Å⁻¹. The HOMO energy (alpha / beta) is -0.5991 / -0.6334 hartree. The total charge is +2.

=====

Molecular formula: C27H53Br14FNO
Method: DFT, ωB97M-V with the def2-TZVPD basis set

Geometry as XYZ:
```
97
Properties=species:S:1:pos:R:3:mulliken_spin:R:1
C 0.48 5.21 -0.41 0.0001
C 0.64 3.74 -0.82 -0.0067
C 2.10 3.32 -0.56 0.0345
C 0.20 3.63 -2.28 -0.0104
C 0.08 2.23 -2.89 -0.0078
F -0.66 2.45 -4.10 0.0004
C -0.79 1.28 -2.06 0.0245
C -0.11 0.21 -1.16 -0.0521
C -0.84 -1.13 -1.32 0.0381
C -0.30 0.60 0.33 0.0200
N 1.35 0.08 -1.39 0.4138
O 1.82 -1.02 -0.91 0.5398
C 1.88 0.33 -2.76 0.0173
C 3.42 0.30 -2.67 -0.0100
C 1.45 -0.78 -3.73 0.0305
C 1.44 1.68 -3.33 0.0122
H -0.50 5.59 -0.66 0.0001
H 0.70 5.35 0.65 0.0000
H 1.20 5.81 -0.98 0.0000
H -0.05 3.17 -0.21 -0.0023
H 2.52 3.96 0.22 0.0013
H 2.21 2.30 -0.21 -0.0257
H 2.73 3.47 -1.44 -0.0013
H -0.80 4.07 -2.35 0.0002
H 0.85 4.22 -2.92 -0.0002
H -1.40 1.91 -1.42 0.0034
H -1.48 0.80 -2.75 -0.0014
H -1.91 -0.91 -1.35 0.0015
H -0.66 -1.79 -0.48 -0.0041
H -0.60 -1.64 -2.25 -0.0053
H -1.30 0.97 0.52 0.0007
H -0.18 -0.31 0.91 -0.0027
H 0.47 1.29 0.67 -0.0079
H 3.79 -0.66 -3.04 0.0014
H 3.74 0.42 -1.64 0.0047
H 3.85 1.10 -3.26 -0.0023
H 1.78 -1.76 -3.38 -0.0020
H 0.38 -0.79 -3.93 -0.0024
H 1.95 -0.59 -4.68 0.0017
H 2.19 2.45 -3.16 -0.0003
H 1.38 1.55 -4.41 -0.0024
Br 1.12 -4.42 -1.49 0.0016
C -0.09 -5.86 -1.99 0.0010
C -1.38 -5.32 -2.56 -0.0003
Br -2.54 -4.61 -1.16 0.0000
H -0.24 -6.47 -1.11 0.0001
H 0.44 -6.44 -2.75 0.0000
H -1.95 -6.12 -3.03 0.0001
H -1.21 -4.52 -3.27 0.0000
Br 6.38 -2.65 -2.78 0.0001
C 5.91 -2.12 -0.97 -0.0010
C 6.69 -0.91 -0.54 -0.0002
Br 8.54 -1.33 -0.12 0.0000
H 6.09 -2.98 -0.34 0.0000
H 4.85 -1.89 -0.99 0.0003
H 6.28 -0.49 0.38 0.0001
H 6.71 -0.14 -1.30 0.0000
Br 4.85 2.06 1.89 -0.0001
C 6.31 3.33 1.75 0.0000
C 6.12 4.26 0.58 0.0000
Br 6.51 3.39 -1.11 0.0000
H 7.23 2.75 1.67 0.0000
H 6.31 3.88 2.68 0.0000
H 6.82 5.09 0.65 0.0000
H 5.11 4.64 0.52 0.0000
Br -4.30 0.17 0.62 0.0000
C -3.61 -0.68 2.23 0.0001
C -3.66 0.24 3.42 0.0000
Br -2.26 1.59 3.32 0.0001
H -2.60 -1.01 2.00 0.0000
H -4.25 -1.55 2.40 0.0000
H -3.48 -0.31 4.34 0.0000
H -4.60 0.77 3.50 0.0000
Br -7.27 -5.48 -1.91 0.0000
C -6.62 -6.26 -0.26 0.0000
C -6.72 -5.31 0.90 0.0000
Br -5.35 -3.93 0.80 0.0000
H -5.60 -6.57 -0.45 0.0000
H -7.24 -7.14 -0.08 0.0000
H -6.56 -5.83 1.84 0.0000
H -7.68 -4.79 0.93 0.0000
Br -10.37 0.93 1.93 0.0000
C -8.90 1.62 2.99 0.0000
C -7.57 1.12 2.49 0.0000
Br -7.26 -0.74 2.97 0.0000
H -9.09 1.33 4.02 0.0000
H -8.95 2.70 2.91 0.0000
H -6.76 1.69 2.96 0.0000
H -7.47 1.19 1.41 0.0000
Br 1.69 -0.36 3.21 -0.0008
C 1.79 0.18 5.07 -0.0001
C 3.21 0.33 5.53 0.0001
Br 4.07 -1.39 5.82 0.0000
H 1.24 -0.56 5.64 0.0000
H 1.27 1.13 5.13 0.0000
H 3.25 0.84 6.50 0.0000
H 3.82 0.87 4.82 0.0000
```

The calculation puts the orbital gap (alpha / beta) at 8.61 / 9.65 eV. The spin multiplicity is 2. The value obtained for the total energy is -1015708.4394 eV. As for the maximum force: 1.86 eV Å⁻¹. The HOMO energy (alpha / beta) is -0.3075 / -0.3461 hartree.

=====

Molecular formula: C10H13N
Method: DFT, ωB97M-V with the def2-TZVPD basis set

Geometry as XYZ:
```
24
Properties=species:S:1:pos:R:3:lowdin_charge:R:1
C 0.67 -0.55 -1.68 -0.1478
C 1.52 -0.51 -0.36 -0.1288
C 0.67 -1.22 0.85 -0.1224
C -0.74 -1.63 0.41 -0.1117
C -1.32 -0.28 -0.06 -0.1737
C -0.42 0.37 -1.34 -0.1869
C 0.11 1.52 -0.48 -0.2003
N -0.95 2.03 0.56 0.0468
C -0.97 0.59 1.18 -0.2635
C 0.44 0.26 1.44 -0.2227
C 1.27 0.85 0.40 -0.1296
H 0.50 -1.62 -2.18 0.1638
H 1.19 -0.01 -2.42 0.0848
H 2.55 -0.87 -0.65 0.1409
H 1.28 -1.88 1.31 0.0923
H -0.75 -2.37 -0.38 0.0959
H -1.42 -1.83 1.31 0.1392
H -2.38 -0.23 -0.05 0.1138
H -1.09 0.59 -2.18 0.1364
H 0.52 2.28 -1.02 0.0965
H -1.92 2.31 0.08 0.1462
H -1.70 0.46 2.01 0.1551
H 0.80 0.38 2.46 0.1446
H 2.13 1.35 0.79 0.1311
```

The calculation puts the orbital gap at 9.93 eV. Its energy above the lowest of the compared OMol25 structures with the same formula, charge and spin is 68.8 kcal per mole. The SMILES is C1[C@@H]2[C@@H]3C[C@@H]4[C@H]1[C@H]1N[C@@H]4[C@@H]3[C@@H]21. The value obtained for the total energy is -12068.0897 eV. As for the maximum force: 5.07 eV Å⁻¹. The HOMO energy is -0.3287 hartree.

=====

Molecular formula: C28H17Cl5MnN4S
Method: DFT, ωB97M-V with the def2-TZVPD basis set

Geometry as XYZ:
```
56
Properties=species:S:1:pos:R:3:mulliken_spin:R:1
Mn -0.12 0.18 -1.75 4.0407
C 0.25 5.48 -2.82 -0.0102
C 1.07 4.37 -2.62 0.0215
C 0.52 3.15 -2.30 0.0364
C -0.87 3.01 -2.17 -0.0674
C -1.70 4.13 -2.39 -0.0126
C -1.12 5.35 -2.71 0.0035
N -1.37 1.78 -1.86 -0.0559
N -2.66 1.56 -1.86 0.0542
C -2.99 0.28 -1.67 -0.0078
C -4.33 -0.14 -1.57 0.0070
C -4.61 -1.48 -1.38 0.0072
C -3.59 -2.41 -1.30 0.0147
C -2.26 -2.01 -1.39 0.0061
C -1.92 -0.68 -1.57 -0.0273
H 0.69 6.43 -3.06 -0.0002
H 2.14 4.47 -2.73 0.0011
H 1.17 2.28 -2.18 0.0407
H -2.76 4.01 -2.31 -0.0005
H -1.76 6.20 -2.88 -0.0001
H -5.11 0.60 -1.63 -0.0005
H -5.64 -1.80 -1.29 0.0006
H -3.81 -3.46 -1.17 -0.0001
H -1.48 -2.76 -1.32 0.0044
Cl 1.47 -2.45 0.72 0.0026
C 1.49 -2.53 -1.00 0.0330
C 0.91 -1.51 -1.74 -0.1855
C 1.00 -1.63 -3.13 0.0309
Cl 0.25 -0.26 -3.90 0.0380
C 1.56 -2.70 -3.81 -0.0273
Cl 1.57 -2.78 -5.52 -0.0032
C 2.09 -3.73 -3.02 0.0406
Cl 2.76 -5.11 -3.78 0.0070
C 2.09 -3.63 -1.62 -0.0277
Cl 2.80 -4.88 -0.68 -0.0042
S 0.78 1.30 4.64 0.0003
C 0.47 0.88 2.94 0.0090
C 1.36 1.30 1.95 -0.0084
C 1.07 1.02 0.63 0.0539
N -0.04 0.37 0.23 -0.0439
C -0.87 -0.06 1.20 0.0374
C -0.65 0.16 2.54 -0.0063
C 1.52 -0.27 5.12 0.0008
C 2.90 -0.35 5.19 -0.0001
C 3.45 -1.57 5.55 0.0000
N 2.72 -2.62 5.83 0.0001
C 1.40 -2.54 5.79 0.0000
C 0.74 -1.37 5.44 -0.0001
H 2.24 1.85 2.22 -0.0013
H 1.78 1.32 -0.13 -0.0037
H -1.76 -0.60 0.88 0.0023
H -1.37 -0.18 3.27 0.0002
H 3.52 0.51 4.98 0.0001
H 4.52 -1.70 5.62 0.0000
H 0.86 -3.44 6.06 0.0000
H -0.34 -1.33 5.43 -0.0001
```

The calculation puts the orbital gap (alpha / beta) at 6.55 / 6.67 eV. The spin multiplicity is 5. Its energy above the lowest of the compared OMol25 structures with the same formula, charge and spin is 47.8 kcal per mole. The value obtained for the total energy is -140031.1302 eV. As for the maximum force: 3.63 eV Å⁻¹. The HOMO energy (alpha / beta) is -0.4059 / -0.4199 hartree. The total charge is +1.

=====

Molecular formula: C26H33FN2PdSSi
Method: DFT, ωB97M-V with the def2-TZVPD basis set

Geometry as XYZ:
```
65
Properties=species:S:1:pos:R:3:mulliken_spin:R:1
Pd 0.07 0.48 -0.12 1.3236
C -0.31 3.10 1.56 0.0354
C -0.99 2.82 2.91 -0.0005
C 0.01 2.94 4.06 0.0136
C -1.84 1.55 2.93 0.0456
C -3.11 1.64 3.48 -0.0230
C -3.98 0.55 3.47 0.0436
C -3.60 -0.62 2.84 -0.0210
C -2.35 -0.76 2.27 0.0239
C -2.06 -2.02 1.46 -0.0071
C -2.26 -1.73 -0.03 0.0834
C -0.73 -2.73 1.72 0.0105
C -1.46 0.32 2.39 0.0104
N -0.12 0.17 1.92 0.4407
C 0.89 -0.04 2.76 0.1353
C 0.71 -0.38 4.13 0.1661
C 1.80 -0.60 4.93 -0.0340
C 3.10 -0.48 4.42 0.2126
C 3.32 -0.13 3.08 -0.0493
C 2.23 0.07 2.29 0.1654
F 2.39 0.43 0.99 0.0174
H -0.05 4.15 1.48 0.0055
H -0.99 2.87 0.72 -0.0026
H 0.63 2.55 1.45 -0.0010
H -1.72 3.62 3.04 -0.0008
H 0.86 2.27 3.93 0.0021
H -0.46 2.72 5.02 -0.0010
H 0.40 3.96 4.11 0.0002
H -3.44 2.57 3.92 0.0015
H -4.96 0.64 3.91 0.0003
H -4.30 -1.45 2.79 0.0021
H -2.84 -2.72 1.74 0.0063
H -1.67 -0.84 -0.34 -0.0263
H -3.29 -1.46 -0.26 -0.0010
H -1.96 -2.56 -0.65 0.0000
H 0.11 -2.25 1.21 0.0108
H -0.79 -3.75 1.33 0.0012
H -0.50 -2.80 2.78 -0.0026
H -0.29 -0.48 4.52 0.0012
H 1.67 -0.87 5.97 0.0023
H 3.95 -0.65 5.06 0.0048
H 4.31 -0.02 2.67 0.0010
C 1.51 -0.90 -7.01 -0.0014
Si 1.54 -1.38 -5.22 0.0025
C 0.49 -2.89 -4.88 0.0138
C 3.27 -1.54 -4.56 0.0120
C 0.72 0.09 -4.26 0.0824
C 0.25 1.23 -4.93 -0.0495
C -0.33 2.28 -4.25 0.1463
C -0.45 2.22 -2.85 0.0449
N -0.03 1.17 -2.18 0.1133
C 0.54 0.13 -2.87 0.0636
S 0.99 -1.09 -1.77 0.9652
H 1.98 -1.69 -7.60 0.0001
H 2.08 0.02 -7.21 0.0001
H 0.50 -0.78 -7.40 0.0002
H 0.88 -3.73 -5.47 0.0009
H -0.55 -2.73 -5.18 -0.0008
H 0.52 -3.19 -3.84 -0.0018
H 3.81 -2.29 -5.14 0.0010
H 3.31 -1.85 -3.52 0.0010
H 3.83 -0.60 -4.66 -0.0009
H 0.35 1.29 -6.01 0.0007
H -0.68 3.16 -4.77 0.0055
H -0.90 3.02 -2.29 0.0042
```

The calculation puts the orbital gap (alpha / beta) at 8.50 / 5.06 eV. The spin multiplicity is 5. Its energy above the lowest of the compared OMol25 structures with the same formula, charge and spin is 4.4 kcal per mole. The value obtained for the total energy is -55371.9079 eV. As for the maximum force: 0.14 eV Å⁻¹. The HOMO energy (alpha / beta) is -0.5270 / -0.5306 hartree. The total charge is +2.

=====

Molecular formula: C21H33F5O23P2
Method: DFT, ωB97M-V with the def2-TZVPD basis set

Geometry as XYZ:
```
84
Properties=species:S:1:pos:R:3:mulliken_spin:R:1
C -9.25 5.96 -5.48 -0.0002
C -8.73 4.59 -5.93 0.0004
O -9.93 3.86 -5.92 0.0002
C -10.88 4.59 -6.30 -0.0003
O -11.96 4.18 -6.69 -0.0001
O -10.48 5.83 -6.23 0.0002
F -7.74 4.16 -5.09 0.0000
H -8.54 6.61 -5.99 0.0001
H -9.20 6.07 -4.40 0.0001
H -8.34 4.49 -6.94 0.0002
C -15.91 5.40 -5.84 0.0000
C -16.30 6.42 -4.82 0.0000
O -15.50 7.52 -5.26 0.0000
C -15.11 7.41 -6.56 0.0000
O -14.44 8.18 -7.28 0.0005
O -15.48 6.14 -6.97 0.0000
F -15.95 5.98 -3.61 0.0000
H -16.50 4.51 -6.07 0.0000
H -14.95 5.02 -5.48 0.0000
H -17.36 6.68 -4.86 0.0000
C -7.44 11.24 -15.11 0.0000
C -6.86 10.60 -16.32 0.0001
O -7.77 9.52 -16.58 0.0002
C -8.60 9.34 -15.63 0.0010
O -9.41 8.44 -15.44 0.0007
O -8.36 10.20 -14.63 -0.0004
F -5.64 10.09 -15.95 0.0000
H -8.13 12.05 -15.34 0.0000
H -6.58 11.39 -14.45 0.0000
H -6.79 11.27 -17.18 0.0000
C -7.07 8.76 -8.55 -0.0019
C -6.81 10.20 -8.35 -0.0001
O -7.05 10.41 -6.96 0.0000
C -7.43 9.23 -6.32 0.0000
O -7.71 9.09 -5.13 0.0000
O -7.53 8.31 -7.22 0.0002
F -7.68 11.00 -8.87 0.0000
H -6.23 8.14 -8.86 -0.0003
H -7.89 8.63 -9.25 -0.0003
H -5.84 10.51 -8.76 0.0000
C -6.86 5.96 -14.46 -0.0004
C -6.61 4.41 -14.84 0.0004
O -7.84 3.84 -14.37 0.0014
C -8.77 4.79 -13.99 -0.0026
O -9.94 4.57 -13.71 0.0148
O -8.26 6.02 -14.25 0.0034
F -5.61 3.88 -13.95 0.0001
H -6.44 6.61 -15.22 0.0000
H -6.31 6.14 -13.54 0.0001
H -6.38 4.02 -15.83 0.0000
C -12.94 8.28 -20.92 0.0000
O -12.02 8.92 -20.01 0.0000
P -12.84 9.67 -18.82 0.0000
O -14.32 9.50 -18.90 0.0000
O -12.28 11.19 -18.79 0.0000
C -11.09 11.57 -19.46 0.0000
O -12.24 9.01 -17.52 0.0003
C -12.82 7.88 -16.86 0.0004
H -13.80 7.74 -20.52 0.0000
H -12.31 7.62 -21.52 0.0000
H -13.29 9.06 -21.60 0.0000
H -10.54 10.68 -19.77 0.0000
H -10.47 12.16 -18.78 0.0000
H -11.48 12.17 -20.28 0.0000
H -13.33 7.25 -17.59 0.0000
H -13.61 8.21 -16.18 -0.0001
H -12.14 7.15 -16.43 -0.0002
C -10.02 4.83 -10.27 0.0021
O -9.45 6.02 -10.72 0.1715
P -10.34 7.38 -10.76 -0.0506
O -9.60 8.60 -11.06 0.0249
O -11.55 7.03 -11.77 0.4492
C -11.51 7.63 -13.02 0.0882
O -11.10 7.27 -9.30 0.1056
C -12.02 8.32 -8.92 0.0120
H -11.08 4.82 -10.06 -0.0006
H -9.50 4.56 -9.35 0.0149
H -10.05 4.21 -11.16 0.0038
H -11.08 8.57 -13.34 -0.0042
H -12.58 7.69 -13.22 0.0585
H -11.23 6.78 -13.64 0.0995
H -12.11 8.17 -7.84 0.0036
H -13.01 8.00 -9.25 0.0054
H -11.68 9.33 -9.15 -0.0021
```

The calculation puts the orbital gap (alpha / beta) at 10.24 / 2.91 eV. The spin multiplicity is 2. The value obtained for the total energy is -101560.8693 eV. As for the maximum force: 6.36 eV Å⁻¹. The HOMO energy (alpha / beta) is -0.4572 / -0.4572 hartree. The total charge is +1.